[1]
This record from OMol25 describes C25H27N3O3 in the gas phase. The level of theory is ωB97M-V/def2-TZVPD.

Structure (XYZ):
```
58
C25H27N3O3 ωB97M-V/def2-TZVPD
C 7.17 2.43 0.11
C 6.11 2.29 1.16
C 6.30 2.84 2.43
C 5.34 2.71 3.41
C 4.16 2.03 3.13
C 3.95 1.47 1.87
C 4.93 1.61 0.90
H 4.78 1.19 -0.08
C 2.61 0.82 1.64
C 1.59 1.88 1.18
H 1.96 2.32 0.26
C 0.23 1.24 0.94
N 0.35 0.20 -0.07
C -0.90 -0.24 -0.63
H -0.67 -0.90 -1.47
C -1.86 -0.98 0.32
C -3.11 -1.37 -0.39
C -4.30 -1.79 0.14
O -5.14 -2.04 -0.90
C -4.43 -1.76 -2.01
N -3.22 -1.36 -1.75
C -5.01 -1.91 -3.33
C -4.25 -1.59 -4.45
C -4.80 -1.73 -5.71
C -6.10 -2.19 -5.86
C -6.85 -2.51 -4.75
C -6.32 -2.38 -3.48
H -6.90 -2.63 -2.61
H -7.86 -2.87 -4.87
H -6.52 -2.29 -6.85
H -4.21 -1.47 -6.58
H -3.24 -1.23 -4.31
C -4.78 -2.00 1.53
H -5.64 -1.37 1.73
H -5.08 -3.04 1.67
H -3.98 -1.76 2.22
H -2.11 -0.34 1.17
H -1.37 -1.87 0.71
H -1.41 0.64 -1.04
C 1.21 -0.86 0.41
C 2.62 -0.32 0.61
H 2.98 0.07 -0.34
H 3.29 -1.11 0.96
H 1.23 -1.65 -0.35
H 0.86 -1.29 1.36
H -0.47 2.00 0.58
H -0.15 0.85 1.90
H 1.51 2.66 1.94
O 2.13 0.22 2.86
C 2.25 0.84 4.03
O 1.60 0.52 4.99
N 3.17 1.87 4.09
H 3.32 2.27 5.00
H 5.49 3.14 4.39
H 7.21 3.38 2.64
H 7.44 3.48 -0.01
H 6.83 2.04 -0.84
H 8.07 1.89 0.41
```

The calculation puts the total energy at -1358.9047 a.u. Its charge is 0. Its SMILES is Cc1ccc2c(c1)C1(CCN(CCc3nc(-c4ccccc4)oc3C)CC1)OC(=O)N2. Its multiplicity is 1. Its orbital gap is 8.699 eV. The HOMO energy comes out at -7.9647 eV.

---

[2]
This record from OMol25 describes a molecular structure, C4H10BrNO6PS2. The level of theory is ωB97M-V/def2-TZVPD.

Structure (XYZ):
```
25
C4H10BrNO6PS2 ωB97M-V/def2-TZVPD
C 2.08 -1.53 2.04
P 0.99 -0.15 1.51
O 1.80 1.29 1.72
S -0.56 -0.27 3.04
O -0.30 0.69 4.06
O -0.60 -1.62 3.49
N -1.90 0.16 2.25
S -2.47 -1.01 1.34
O -3.47 -1.76 2.00
O -1.50 -1.79 0.66
Br -3.51 0.12 -0.30
H 1.44 -2.40 2.03
H 2.86 -1.62 1.29
H 2.48 -1.40 3.04
H 2.05 1.55 0.82
C -0.44 2.01 -2.30
C 0.16 0.63 -2.39
O 0.35 -0.04 -1.40
C 0.51 0.12 -3.77
H -0.64 2.25 -1.26
H 0.25 2.75 -2.70
H -1.38 2.05 -2.86
H 1.25 0.78 -4.24
H -0.38 0.08 -4.39
H 0.93 -0.88 -3.69
```

The calculation puts the total energy at -4376.4029 a.u. Its charge is -1. Its multiplicity is 1. Its orbital gap is 7.360 eV. The HOMO energy comes out at -4.6878 eV.

---

[3]
This record from OMol25 describes 5 unconnected molecules or ions with the total composition C4H14O4. The level of theory is ωB97M-V/def2-TZVPD.

Structure (XYZ):
```
22
C4H14O4 ωB97M-V/def2-TZVPD
C -0.92 0.21 -1.71
C 0.21 -0.19 -2.33
C 1.57 0.31 -2.19
C 2.37 -0.23 -1.35
H -1.04 1.10 -1.14
H -2.00 -0.05 -1.80
H 0.09 -0.93 -3.09
H 1.66 1.10 -2.92
H 3.43 0.07 -1.32
H 2.41 -0.99 -0.69
H 0.58 -1.00 2.51
H 0.59 -0.14 3.72
O 0.15 -0.47 3.03
H -0.41 -2.09 -1.59
H -1.01 -2.99 -0.49
O -1.02 -2.09 -0.82
H 0.05 1.33 1.30
H -0.37 2.67 1.78
O 0.17 1.90 2.24
H -2.87 0.52 1.84
H -1.46 0.79 2.83
O -2.18 1.17 2.20
```

The calculation puts the total energy at -461.5781 a.u. Its charge is 0. Its SMILES is C=CC=C.O.O.O.O. Its multiplicity is 1. Its orbital gap is 10.156 eV. The HOMO energy comes out at -9.6375 eV.

---

[4]
This record from OMol25 describes CH3INP in the gas phase. The level of theory is ωB97M-V/def2-TZVPD.

Structure (XYZ):
```
7
CH3INP ωB97M-V/def2-TZVPD
C 0.56 0.62 0.28
N -0.24 -0.27 -0.16
P -1.64 -0.99 -0.11
I 3.02 -0.30 -0.14
H 0.76 1.58 -0.17
H 0.86 0.61 1.30
H -1.23 -2.43 0.11
```

The calculation puts the total energy at -733.6067 a.u. Its charge is 0. Its SMILES is [H]/P=N/CI. Its multiplicity is 1. Its orbital gap (alpha / beta) is 6.186 / 6.185 eV. The HOMO energy (alpha / beta) comes out at -8.3217 / -8.3214 eV.